{
  "formula": "C23H42Cl3CoN4O3SSi",
  "method": "wB97M-V/def2-TZVPD",
  "symbols": ["C", "C", "H", "H", "H", "C", "C", "H", "H", "H", "H", "Co", "Cl", "Cl", "C", "O", "N", "C", "C", "H", "H", "H", "H", "H", "H", "H", "H", "H", "C", "C", "N", "H", "C", "O", "H", "H", "H", "H", "O", "C", "C", "C", "H", "C", "H", "C", "H", "C", "C", "H", "H", "H", "Si", "Cl", "C", "C", "C", "H", "H", "H", "H", "H", "H", "H", "H", "H", "S", "C", "N", "C", "C", "N", "H", "H", "H", "H", "H", "H"],
  "positions_angstrom": [[2.47, -2.13, -7.44], [1.80, -1.44, -8.58], [2.48, -3.21, -7.58], [1.96, -1.91, -6.49], [3.52, -1.80, -7.34], [1.62, -1.99, -9.79], [2.14, -3.33, -10.18], [1.07, -1.45, -10.56], [2.00, -4.09, -9.40], [3.21, -3.30, -10.43], [1.61, -3.67, -11.07], [0.71, -0.26, -0.06], [2.32, 0.98, 0.73], [0.97, -0.93, -2.13], [-0.52, 2.42, -1.71], [-1.38, 1.66, -1.23], [-0.80, 3.35, -2.65], [-2.16, 3.56, -3.10], [0.24, 4.19, -3.22], [0.55, 2.40, -1.39], [-2.85, 3.01, -2.44], [-2.29, 3.22, -4.14], [-2.39, 4.63, -3.06], [1.19, 3.95, -2.72], [0.00, 5.25, -3.08], [0.35, 4.01, -4.31], [0.36, -4.26, -1.37], [-0.60, -2.95, -3.24], [-0.62, -4.32, -0.89], [-1.59, -3.19, -2.83], [-1.48, -3.27, -1.39], [-0.49, -4.19, 0.19], [-2.20, -2.44, -0.59], [-3.03, -1.63, -0.99], [-2.31, -2.42, -3.11], [-1.94, -2.54, 0.48], [-1.05, -5.31, -1.10], [-1.90, -4.16, -3.22], [0.11, -0.27, -7.43], [1.26, -0.06, -8.25], [-0.20, 0.75, -10.21], [0.98, 0.82, -9.46], [-1.00, 0.08, -9.88], [-0.33, 1.52, -11.37], [2.04, 0.44, -7.64], [2.03, 1.66, -9.88], [-1.26, 1.46, -11.95], [0.73, 2.32, -11.80], [1.91, 2.40, -11.05], [2.93, 1.68, -9.27], [0.64, 2.90, -12.73], [2.75, 3.01, -11.39], [-0.85, 0.57, -6.34], [1.01, -2.27, 0.91], [-2.61, 0.18, -6.82], [-0.53, 2.40, -6.60], [-0.41, -0.07, -4.66], [-2.78, 0.38, -7.89], [-3.32, 0.79, -6.24], [-2.84, -0.88, -6.63], [-0.44, -1.16, -4.67], [-1.07, 0.29, -3.86], [0.62, 0.23, -4.40], [-0.62, 2.66, -7.66], [0.48, 2.68, -6.27], [-1.25, 3.01, -6.04], [-1.07, 0.31, 1.15], [-0.68, -0.07, 2.77], [0.45, 0.24, 3.42], [0.47, -0.31, 4.77], [-0.89, -0.98, 4.90], [-1.50, -0.73, 3.60], [1.26, 0.64, 2.95], [0.59, 0.49, 5.52], [1.30, -1.01, 4.89], [-1.50, -0.56, 5.71], [-0.79, -2.06, 5.07], [-2.39, -1.10, 3.29]],
  "mulliken_spin": [-0.001, 0.000, 0.000, 0.001, 0.000, 0.000, 0.000, 0.000, 0.000, 0.000, 0.000, 2.654, 0.088, 0.074, -0.006, 0.004, -0.001, 0.001, -0.001, 0.010, 0.000, 0.000, 0.000, 0.000, 0.000, 0.000, 0.000, 0.000, 0.001, -0.001, 0.001, 0.000, -0.001, -0.001, 0.000, 0.003, 0.000, 0.000, 0.001, 0.000, 0.000, 0.000, 0.000, 0.000, 0.000, 0.000, 0.000, 0.000, 0.000, 0.000, 0.000, 0.000, 0.000, 0.096, 0.000, 0.000, 0.005, 0.000, 0.000, 0.000, -0.002, -0.002, -0.001, 0.000, 0.000, 0.000, 0.077, -0.016, 0.004, -0.002, 0.000, 0.007, 0.001, 0.000, 0.001, 0.000, 0.001, 0.003],
  "s2": 3.76,
  "de_lowest_kcal_mol": 0.0,
  "charge": -1,
  "molar_mass_g_mol": 648.06,
  "e_homo_ev": [-4.727, -4.960],
  "e_tot_ha": -4797.63976,
  "multiplicity": 4
}

---

{
  "formula": "C23H42Cl3LuN4O3SSi",
  "method": "wB97M-V/def2-TZVPD",
  "symbols": ["C", "C", "H", "H", "H", "C", "C", "H", "H", "H", "H", "Lu", "Cl", "Cl", "H", "H", "C", "C", "N", "H", "C", "O", "H", "H", "H", "H", "H", "H", "C", "C", "N", "H", "C", "O", "H", "H", "H", "H", "O", "C", "C", "C", "H", "C", "H", "C", "H", "C", "C", "H", "H", "H", "Si", "Cl", "C", "C", "C", "H", "H", "H", "H", "H", "H", "H", "H", "H", "S", "C", "N", "C", "C", "N", "H", "H", "H", "H", "H", "H"],
  "positions_angstrom": [[4.47, -0.08, -0.79], [3.68, 1.08, -1.33], [5.40, -0.25, -1.35], [3.83, -0.98, -0.82], [4.72, 0.09, 0.27], [3.89, 1.67, -2.53], [4.94, 1.23, -3.46], [3.22, 2.48, -2.86], [4.97, 0.13, -3.54], [5.94, 1.57, -3.14], [4.76, 1.64, -4.46], [-1.05, -0.77, 0.69], [0.26, 0.55, 2.51], [-1.53, -3.23, 1.13], [-5.86, -1.55, 2.78], [-4.53, -1.84, 5.09], [-4.93, -1.81, 2.27], [-3.72, -2.17, 4.44], [-3.81, -1.49, 3.16], [-4.83, -1.23, 1.34], [-2.83, -0.76, 2.72], [-2.87, -0.38, 1.49], [-2.76, -1.92, 4.89], [-1.99, -0.48, 3.39], [-4.94, -2.88, 2.03], [-3.79, -3.25, 4.30], [2.14, -1.19, -2.65], [1.39, 0.92, -4.48], [1.28, -1.61, -3.21], [0.51, 0.28, -4.63], [0.28, -0.56, -3.46], [0.84, -2.43, -2.64], [-0.75, -0.39, -2.63], [-0.93, -1.03, -1.55], [-0.37, 0.90, -4.80], [-1.46, 0.39, -2.95], [1.64, -1.96, -4.19], [0.71, -0.35, -5.50], [1.94, 0.15, -1.06], [2.41, 1.32, -0.53], [0.96, 2.77, -2.03], [1.62, 2.60, -0.81], [0.89, 1.91, -2.70], [0.40, 4.02, -2.35], [2.62, 1.26, 0.56], [1.63, 3.63, 0.12], [-0.12, 4.12, -3.30], [0.49, 5.08, -1.44], [1.10, 4.88, -0.21], [2.08, 3.42, 1.10], [0.06, 6.05, -1.70], [1.17, 5.70, 0.51], [0.98, -3.77, 1.21], [1.24, -1.67, 0.55], [0.36, -5.14, 0.06], [0.71, -3.68, 3.09], [2.78, -4.41, 1.27], [0.00, -4.76, -0.91], [-0.46, -5.74, 0.49], [1.17, -5.85, -0.16], [3.19, -4.57, 0.27], [2.77, -5.39, 1.78], [3.44, -3.74, 1.84], [0.48, -2.67, 3.44], [1.63, -3.99, 3.60], [-0.08, -4.34, 3.44], [-1.45, 1.83, -0.48], [-2.54, 2.50, 0.63], [-3.77, 2.99, 0.36], [-4.54, 3.29, 1.55], [-3.55, 3.01, 2.68], [-2.35, 2.58, 1.97], [-4.14, 3.01, -0.58], [-5.43, 2.65, 1.62], [-4.87, 4.34, 1.55], [-3.91, 2.22, 3.36], [-3.35, 3.91, 3.27], [-1.52, 2.19, 2.42]],
  "lowdin_charge": [-0.047, -0.264, 0.064, 0.067, 0.083, -0.158, -0.145, 0.088, 0.066, 0.070, 0.059, 0.996, -0.083, 0.134, 0.099, 0.097, -0.003, -0.014, -0.162, 0.096, -0.346, -0.304, 0.101, 0.103, 0.104, 0.104, 0.085, 0.092, -0.018, -0.035, -0.144, 0.088, -0.308, -0.260, 0.091, 0.123, 0.090, 0.091, -0.405, -0.431, -0.143, -0.218, 0.079, -0.112, 0.113, -0.048, 0.096, -0.114, -0.094, 0.113, 0.090, 0.093, 0.101, 0.383, -0.269, -0.258, -0.258, 0.023, 0.019, 0.027, 0.024, 0.037, 0.028, 0.002, 0.027, 0.013, 0.747, -0.769, 0.021, -0.138, -0.137, 0.013, 0.143, 0.115, 0.116, 0.111, 0.118, 0.041],
  "de_lowest_kcal_mol": 110.2,
  "charge": 0,
  "molar_mass_g_mol": 764.09,
  "e_homo_ev": -5.355,
  "e_tot_ha": -4650.29991,
  "multiplicity": 1
}